--- a ---
Computed, not measured: the ion C3H9N2O with charge -1, with wB97M-V/def2-TZVPD.

Cartesian coordinates (Å):
C (0.104, -0.779, 0.227)
N (0.240, 0.007, -0.988)
C (-1.077, 0.762, -1.304)
O (-2.182, 0.067, -1.150)
C (0.535, 0.054, 1.413)
N (2.011, 0.058, 1.657)
H (-0.924, -1.140, 0.335)
H (0.677, -1.704, 0.119)
H (0.317, -0.635, -1.776)
H (-1.004, 1.686, -0.666)
H (-0.861, 1.103, -2.337)
H (0.277, 1.088, 1.204)
H (0.090, -0.175, 2.379)
H (2.234, -0.755, 2.221)
H (2.468, -0.056, 0.759)

Output
net charge: -1
E_LUMO: 0.159 Ha
2S+1: 1

---

--- b ---
Computed, not measured: the ion C3H9N2O with charge -1, with wB97M-V/def2-TZVPD.

Cartesian coordinates (Å):
C (-0.469, 0.060, -1.254)
C (-0.132, 1.052, 1.111)
C (-0.014, -0.176, 0.200)
N (1.268, -0.748, 0.006)
N (1.279, -2.311, 0.228)
O (0.412, -2.801, 1.117)
H (-0.409, 1.157, -1.546)
H (0.184, -0.386, -1.987)
H (-1.546, -0.392, -1.420)
H (0.903, 1.695, 0.982)
H (-0.174, 0.852, 2.100)
H (-0.968, 1.850, 0.889)
H (-0.437, -1.025, 0.824)
H (1.828, -0.238, 0.663)
H (1.226, -2.708, -0.760)

Output
net charge: -1
E_LUMO: 0.153 Ha
2S+1: 1

---

Name the most stable of them. a.

---

--- a ---
Computed, not measured: an isolated molecule of C5H6BrNO, with wB97M-V/def2-TZVPD.

Cartesian coordinates (Å):
C (0.871, 0.104, 1.611)
C (-0.641, 1.886, 0.121)
C (0.956, -0.948, 0.622)
C (-0.386, -0.943, -0.225)
C (-0.448, 0.042, -1.394)
N (-0.760, 1.449, -1.045)
O (1.178, 0.277, 2.736)
Br (-0.679, 3.649, 0.671)
H (1.639, -0.663, -0.104)
H (0.989, -1.878, 1.082)
H (-0.767, -1.972, -0.620)
H (-1.172, -0.710, 0.376)
H (0.496, -0.116, -1.821)
H (-1.275, -0.176, -2.009)

Output
E_LUMO (spin up / spin down): 0.005 / -0.016 Ha
2S+1: 1

---

--- b ---
Computed, not measured: a cluster of 2 separate species, C5H6BrNO in total, with wB97M-V/def2-TZVPD.

Cartesian coordinates (Å):
C (0.551, -1.242, 0.764)
C (1.714, 0.573, -0.601)
C (-0.847, 0.782, 1.111)
C (-0.849, -0.530, -1.167)
C (-0.270, -0.229, 0.188)
N (1.118, -2.114, 1.231)
O (1.674, 0.879, -1.734)
Br (3.280, 0.672, 0.519)
H (-1.689, 0.227, 1.634)
H (-1.484, 1.627, 0.580)
H (-0.148, 1.203, 1.850)
H (-1.224, 0.451, -1.596)
H (-1.707, -1.281, -1.025)
H (-0.121, -1.019, -1.753)

Output
E_LUMO (spin up / spin down): -0.034 / -0.034 Ha
2S+1: 1

---

Name the most stable of them. b.

---

--- a ---
Computed, not measured: a cluster of 2 separate species, C2H4ClNO in total, with wB97M-V/def2-TZVPD.

Cartesian coordinates (Å):
C (-1.967, -0.139, 0.099)
C (1.937, -1.124, 0.040)
N (-1.479, 0.880, 0.542)
O (1.251, -1.857, -0.623)
Cl (-3.657, -0.632, 0.048)
H (-1.423, -0.886, -0.394)
H (2.015, -0.080, -0.182)
H (2.545, -1.453, 0.865)
H (-1.958, 1.614, 1.083)

Output
E_LUMO: 0.030 Ha
2S+1: 1

---

--- b ---
Computed, not measured: a cluster of 2 separate species, C2H4ClNO in total, with wB97M-V/def2-TZVPD.

Cartesian coordinates (Å):
C (1.554, 0.840, 0.033)
C (-0.275, -0.659, -0.430)
N (-1.386, -0.602, 0.368)
O (2.668, 0.454, 0.123)
Cl (-2.518, 0.699, 0.065)
H (1.209, 1.883, 0.126)
H (-0.427, -0.467, -1.476)
H (0.378, -1.478, -0.175)
H (-1.204, -0.670, 1.366)

Output
E_LUMO (spin up / spin down): 0.015 / 0.015 Ha
2S+1: 1

---

Name the most stable of them. a.

---

--- a ---
Computed, not measured: a cluster of 11 separate species, C6H33NO11 in total, with wB97M-V/def2-TZVPD.

Cartesian coordinates (Å):
O (-0.579, -3.779, 1.850)
C (-0.485, -2.607, 1.590)
C (-1.440, -1.603, 0.925)
C (-1.042, -0.870, -0.272)
C (-0.903, -1.681, -1.564)
C (0.425, -2.211, -1.761)
C (1.314, -1.309, -2.611)
N (-1.812, -0.763, 2.094)
H (0.368, -2.133, 2.036)
H (-2.341, -2.139, 0.645)
H (-1.844, -0.050, -0.433)
H (-0.084, -0.308, -0.283)
H (-1.672, -2.446, -1.679)
H (-1.250, -1.060, -2.449)
H (0.371, -3.331, -2.251)
H (0.978, -2.287, -0.768)
H (2.289, -1.665, -2.721)
H (1.520, -0.322, -2.054)
H (0.903, -0.964, -3.584)
H (-0.903, -0.197, 2.124)
H (-1.953, -1.271, 2.949)
H (-3.471, -0.969, -0.456)
H (-4.927, -0.456, -0.654)
O (-4.180, -0.945, -1.155)
H (4.221, -0.210, -0.861)
H (3.383, 0.983, -1.558)
O (4.345, 0.671, -1.348)
H (-2.982, 0.732, 1.205)
H (-3.471, 1.208, 2.620)
O (-3.383, 1.449, 1.588)
H (3.925, -2.545, -1.196)
H (4.777, -1.645, -0.479)
O (4.103, -2.284, -0.323)
H (-0.097, 0.693, -3.805)
H (0.489, 1.981, -4.387)
O (0.756, 1.126, -3.955)
H (1.127, 2.849, 2.157)
H (2.502, 1.940, 2.264)
O (1.592, 2.139, 2.650)
H (1.183, -0.841, 4.322)
H (0.820, 0.478, 3.536)
O (0.818, -0.431, 3.548)
H (-2.409, 4.407, 1.242)
H (-3.013, 3.023, 0.792)
O (-2.368, 3.786, 0.544)
H (-0.668, 3.193, 0.548)
H (-0.021, 4.483, 1.151)
O (0.130, 3.513, 1.025)
H (1.507, 2.077, -0.898)
H (1.552, 1.317, 0.508)
O (1.900, 1.274, -0.409)

Output
E_LUMO: 0.000 Ha
2S+1: 1

---

--- b ---
Computed, not measured: a cluster of 11 separate species, C6H33NO11 in total, with wB97M-V/def2-TZVPD.

Cartesian coordinates (Å):
C (0.313, -1.778, 3.087)
C (1.016, -0.706, 2.262)
C (0.099, 0.378, 1.653)
C (-0.745, 0.609, -2.118)
O (-0.826, -0.812, -2.406)
C (-0.056, 0.899, -0.788)
C (-0.309, 0.120, 0.263)
N (-1.055, -1.532, 3.582)
H (0.897, -2.122, 4.004)
H (0.163, -2.681, 2.442)
H (1.702, -1.087, 1.430)
H (1.670, -0.190, 2.972)
H (0.511, 1.380, 1.745)
H (-0.906, 0.421, 2.224)
H (-1.828, 0.979, -2.041)
H (-0.521, 1.026, -3.105)
H (-1.539, -0.861, -3.027)
H (0.354, 1.921, -0.840)
H (-0.806, -0.912, 0.203)
H (-1.095, -0.708, 4.209)
H (-1.767, -1.388, 2.883)
H (2.140, 3.444, 0.890)
H (1.996, 1.938, 1.223)
O (2.161, 2.556, 0.485)
H (-2.155, -1.270, -0.705)
H (-3.542, -1.949, -0.742)
O (-3.082, -1.134, -0.546)
H (-0.754, -2.453, -1.323)
H (0.284, -2.964, -0.278)
O (-0.668, -2.933, -0.486)
H (1.915, -2.493, -2.240)
H (2.616, -2.206, -0.968)
O (1.883, -2.802, -1.245)
H (-3.929, 0.744, 2.009)
H (-3.365, -0.161, 0.896)
O (-3.200, 0.112, 1.829)
H (3.722, 2.194, -1.605)
H (2.323, 2.642, -1.319)
O (2.905, 2.395, -2.069)
H (-0.831, 4.418, 0.522)
H (-0.907, 3.338, 1.682)
O (-0.525, 4.165, 1.382)
H (-3.808, 1.160, -2.419)
H (-4.056, 0.188, -1.261)
O (-4.355, 1.001, -1.670)
H (2.713, 0.406, -0.853)
H (3.783, -0.166, -0.013)
O (3.146, -0.470, -0.653)
H (2.317, -0.572, -3.553)
H (3.111, -0.819, -2.374)
O (2.889, -1.262, -3.228)

Output
E_LUMO: -0.004 Ha
2S+1: 1

---

Name the most stable of them. b.

---

--- a ---
Computed, not measured: an isolated molecule of C3H5NS3, with wB97M-V/def2-TZVPD.

Cartesian coordinates (Å):
C (0.288, 1.753, 0.105)
C (-1.362, -0.449, -0.408)
C (0.956, -1.378, 0.055)
H (1.276, 1.555, -0.354)
H (0.227, 1.377, 1.122)
H (0.098, 2.823, 0.071)
H (-0.714, -1.674, 1.082)
H (1.446, -1.988, 0.829)
N (-0.342, -1.076, 0.374)
S (-1.081, 1.173, -0.921)
S (-2.700, -1.232, -0.776)
S (1.909, -0.883, -1.179)

Output
E_LUMO: -0.023 Ha
2S+1: 1

---

--- b ---
Computed, not measured: an isolated molecule of C3H5NS3, with wB97M-V/def2-TZVPD.

Cartesian coordinates (Å):
C (-1.147, -0.659, 0.239)
C (-0.057, -0.225, -0.733)
C (2.261, 0.213, 0.368)
H (-2.495, 1.342, 0.343)
H (-0.900, -0.488, 1.268)
H (-1.365, -1.714, 0.092)
H (-0.390, -0.405, -1.775)
H (3.172, 0.006, 0.948)
N (1.805, 1.343, 0.354)
S (-2.750, 0.143, -0.085)
S (1.484, -1.131, -0.439)
S (0.380, 1.575, -0.579)

Output
E_LUMO: 0.025 Ha
2S+1: 1

---

Name the most stable of them. b.

---

--- a ---
Computed, not measured: a cluster of 2 separate species, C3H14N4 in total, with wB97M-V/def2-TZVPD.

Cartesian coordinates (Å):
C (0.625, 0.634, 1.610)
C (-0.594, -2.126, 1.581)
C (0.505, -0.308, 0.459)
N (0.322, 2.129, -1.133)
N (0.013, -1.505, 0.472)
N (-0.710, 1.974, -2.155)
N (0.007, -2.253, -0.662)
H (-0.214, 1.262, 1.741)
H (1.514, 1.217, 1.416)
H (0.667, 0.030, 2.638)
H (-0.043, -2.958, 2.099)
H (-0.730, -1.311, 2.257)
H (-1.573, -2.464, 1.378)
H (0.709, 0.160, -0.461)
H (1.294, 2.111, -1.600)
H (-0.677, 2.687, -2.904)
H (-0.518, 0.993, -2.461)
H (-1.608, 1.992, -1.721)
H (0.292, 3.143, -0.891)
H (-0.107, -3.209, -0.467)
H (0.826, -2.197, -1.195)

Output
net charge: +2
E_LUMO: -0.281 Ha
2S+1: 1

---

--- b ---
Computed, not measured: a cluster of 2 separate species, C3H14N4 in total, with wB97M-V/def2-TZVPD.

Cartesian coordinates (Å):
C (-0.814, 1.907, 0.461)
C (-2.780, -0.006, -0.484)
C (-0.693, 0.468, 0.668)
N (1.926, -0.172, -0.049)
N (-1.591, -0.354, 0.270)
N (3.057, -1.071, -0.438)
N (-1.352, -1.678, 0.347)
H (-0.785, 2.048, -0.550)
H (-0.103, 2.473, 0.989)
H (-1.816, 2.253, 0.759)
H (-3.484, -0.782, -0.740)
H (-3.263, 0.842, -0.086)
H (-2.484, 0.463, -1.475)
H (0.190, 0.013, 1.201)
H (2.315, 0.312, 0.812)
H (3.685, -1.078, -1.287)
H (3.727, -0.970, 0.386)
H (2.679, -1.982, -0.588)
H (1.802, 0.564, -0.739)
H (-2.021, -2.313, -0.158)
H (-0.728, -1.918, 1.142)

Output
net charge: +2
E_LUMO: -0.267 Ha
2S+1: 1

---

Name the most stable of them. a.

---

--- a ---
Computed, not measured: the ion C3H8N with charge +1, with wB97M-V/def2-TZVPD.

Cartesian coordinates (Å):
C (-0.931, -0.309, -0.888)
C (-0.043, 0.020, 0.242)
C (-0.458, 0.418, 1.424)
N (1.404, -0.024, -0.238)
H (-1.025, 0.496, -1.572)
H (-0.708, -1.398, -1.232)
H (-1.957, -0.652, -0.539)
H (-0.021, 0.873, 2.259)
H (-1.458, 0.727, 1.653)
H (2.110, 0.291, 0.472)
H (1.488, 0.538, -1.137)
H (1.598, -0.981, -0.443)

Output
net charge: +1
E_LUMO: -0.144 Ha
2S+1: 1

---

--- b ---
Computed, not measured: the ion C3H8N with charge +1, with wB97M-V/def2-TZVPD.

Cartesian coordinates (Å):
C (-0.841, 0.820, 0.718)
C (0.262, 0.024, 0.097)
C (1.134, -0.708, 0.765)
N (-0.005, -0.312, -1.325)
H (-0.692, 0.935, 1.789)
H (-1.840, 0.373, 0.615)
H (-0.889, 1.846, 0.340)
H (1.783, -1.465, 0.339)
H (1.280, -0.414, 1.792)
H (-0.895, -0.781, -1.506)
H (-0.024, 0.557, -1.867)
H (0.729, -0.875, -1.757)

Output
net charge: +1
E_LUMO: -0.145 Ha
2S+1: 1

---

Name the most stable of them. b.

---

--- a ---
Computed, not measured: the ion C2H5BrN3 with charge +1, with wB97M-V/def2-TZVPD.

Cartesian coordinates (Å):
C (-1.069, 0.382, 0.525)
C (1.004, -0.067, -0.650)
N (-0.482, 1.603, 0.302)
N (0.512, 1.547, -0.353)
N (-0.080, -0.736, 0.032)
Br (2.680, -0.502, 0.148)
H (-1.137, 0.409, 1.633)
H (-2.005, 0.255, -0.034)
H (0.819, -0.053, -1.701)
H (0.374, -1.403, 0.733)
H (-0.616, -1.435, -0.634)

Output
net charge: +1
E_LUMO: -0.160 Ha
2S+1: 1

---

--- b ---
Computed, not measured: the ion C2H5BrN3 with charge +1, with wB97M-V/def2-TZVPD.

Cartesian coordinates (Å):
C (-0.720, 0.147, -1.032)
C (0.496, -0.505, 0.971)
N (-0.299, -1.247, -1.015)
N (0.371, -1.538, -0.048)
N (-0.029, 0.765, 0.188)
Br (2.463, -0.091, 1.515)
H (-0.550, 0.468, -2.008)
H (-1.865, 0.061, -0.932)
H (-0.059, -0.829, 1.952)
H (0.847, 1.247, -0.177)
H (-0.656, 1.523, 0.587)

Output
net charge: +1
E_LUMO: -0.188 Ha
2S+1: 1

---

Name the most stable of them. b.